Record 1
ORCA calculation (ωB97M-V/def2-TZVPD) on 5 unconnected molecules or ions with the total composition C36H31BNO22P at a distorted geometry.

Summary:
structure (SMILES): CCP(CC)C1=C(O)C(=O)C(CB(O)O)=C(N=C=O)C1=O.O=C1C=C(O)C(=O)C=C1O.O=C1C=C(O)C(=O)C=C1O.O=C1C=C(O)C(=O)C=C1O.O=C1C=C(O)C(=O)C=C1O
calculated total energy: -94323.180 eV
LUMO: -1.946 eV

```
92
Properties=species:S:1:pos:R:3:mulliken_charge:R:1
C -2.85724 1.13412 0.08816 -0.874
C -3.08731 -0.31410 -0.71388 -0.103
P -2.41281 -0.01635 -2.49712 -0.005
C -3.00670 1.76957 -2.92487 -0.345
C -3.45125 1.88600 -4.51206 -0.792
C -0.49844 -0.12698 -2.41793 0.512
C 0.27449 0.58757 -3.46952 -0.113
O -0.27397 1.37493 -4.58444 -0.476
C 1.92832 0.49744 -3.35917 0.267
O 2.76500 0.48429 -4.40361 -0.562
C 2.53074 0.45932 -1.80900 -0.118
C 3.96000 1.27915 -1.54152 -0.640
B 3.50544 2.89159 -1.45270 0.674
O 2.69083 3.22925 -0.23205 -0.574
O 3.82174 3.90071 -2.48666 -0.522
C 1.77491 -0.28542 -0.76582 0.510
N 2.32098 -0.37188 0.64704 -0.391
C 1.28762 -0.31841 1.57576 0.711
O 0.35278 -0.64776 2.51019 -0.480
C 0.33793 -0.98870 -1.25376 -0.174
O -0.13526 -2.12479 -0.73315 -0.443
H -1.90189 1.68845 -0.36416 0.160
H -3.81328 1.77847 -0.11591 0.270
H -2.62825 0.94989 1.22071 0.294
H -2.50961 -1.17151 -0.16145 0.060
H -4.22672 -0.62990 -0.75339 0.331
H -3.99100 2.02138 -2.30151 0.287
H -2.21559 2.59647 -2.63758 0.322
H -3.41193 0.84940 -5.06167 0.253
H -2.63315 2.58622 -5.02181 0.154
H -4.48403 2.45017 -4.67128 0.298
H -0.56553 0.72849 -5.31684 0.379
H 4.39641 0.89549 -0.52443 0.278
H 4.63271 1.04766 -2.47606 0.237
H 3.16041 3.92333 0.31776 0.247
H 2.91594 4.19579 -2.85175 0.324
O 3.90513 5.51118 1.98017 -0.647
C 3.07760 6.27509 2.46458 1.067
C 2.11917 7.02264 1.63562 -0.984
C 1.24193 7.85926 2.19343 0.423
O 0.33657 8.56291 1.42052 -0.568
C 1.20249 8.06904 3.66672 0.872
O 0.39708 8.85852 4.14859 -0.605
C 2.14441 7.30364 4.49788 -0.785
C 3.01944 6.46434 3.94053 0.294
O 3.90612 5.73954 4.71551 -0.511
H 2.16038 6.86230 0.56588 0.454
H -0.18674 9.09939 2.05522 0.349
H 2.09275 7.45250 5.56909 0.438
H 4.43336 5.20771 4.08033 0.303
O -0.18347 -5.85153 -1.54591 -0.659
C -1.07884 -6.00801 -0.72321 1.054
C -1.85147 -4.88017 -0.17949 -0.520
C -2.80879 -5.08331 0.72766 0.248
O -3.54061 -4.02819 1.24083 -0.554
C -3.12693 -6.45052 1.22331 0.806
O -3.99979 -6.60367 2.07114 -0.647
C -2.37114 -7.58088 0.66210 -0.938
C -1.41612 -7.37830 -0.24764 0.298
O -0.70329 -8.43607 -0.78162 -0.574
H -1.60824 -3.89145 -0.54691 0.403
H -4.16902 -4.43222 1.87829 0.337
H -2.62506 -8.57132 1.01829 0.423
H -0.07087 -8.03140 -1.41452 0.350
O 4.92711 3.23849 4.23888 -0.533
C 5.43654 2.19902 4.64261 0.776
C 6.38418 1.42139 3.82906 -0.918
C 6.90809 0.28477 4.29194 0.352
O 7.80140 -0.44962 3.53372 -0.567
C 6.55290 -0.23794 5.63981 0.879
O 7.03657 -1.29512 6.03043 -0.605
C 5.62415 0.55169 6.46309 -0.805
C 5.10280 1.69015 6.00176 0.341
O 4.23119 2.43910 6.77085 -0.582
H 6.63185 1.81176 2.85029 0.481
H 8.03464 -1.22740 4.08614 0.351
H 5.38847 0.16905 7.44816 0.421
H 3.99335 3.21364 6.21606 0.327
O -3.72660 -5.01397 -1.99761 -0.218
C -4.60217 -4.86150 -2.84209 0.660
C -4.64562 -5.65505 -4.08023 -1.010
C -5.60324 -5.45247 -4.98718 0.360
O -5.65161 -6.19657 -6.15173 -0.570
C -6.65565 -4.41956 -4.78305 0.890
O -7.51211 -4.24382 -5.64314 -0.613
C -6.62658 -3.64262 -3.53429 -0.754
C -5.67103 -3.84744 -2.62562 0.343
O -5.63871 -3.12286 -1.44831 -0.598
H -3.87313 -6.40094 -4.21678 0.458
H -6.43321 -5.86159 -6.64304 0.344
H -7.40825 -2.90728 -3.39083 0.452
H -4.85369 -3.45367 -0.95986 0.256
```

Record 2
ORCA calculation (ωB97M-V/def2-TZVPD) on a molecular structure, C36H31BrGeNO4Re at a distorted geometry.

Summary:
ΔE to the lowest compared entry with this formula, charge and spin: 0.0000 eV
calculated total energy: -176202.537 eV
LUMO (alpha / beta): -0.094 / -0.093 eV

```
75
Properties=species:S:1:pos:R:3:mulliken_charge:R:1
Re 3.56734 -2.05729 19.52502 0.608
N 4.72395 -1.71375 17.77266 -0.409
C 5.24967 -2.92111 17.06267 -0.556
C 4.05166 -3.73381 16.66508 -0.516
C 3.24266 -4.31156 17.77547 0.501
O 2.22341 -4.95267 17.55235 -0.695
O 3.83887 -4.13265 18.95968 -0.709
H 4.17322 -1.15284 17.14472 0.329
H 5.49399 -1.10445 18.11443 0.392
H 5.95578 -3.48862 17.76031 0.278
H 5.92905 -2.61263 16.25900 0.494
H 4.41183 -4.63014 16.21464 0.395
H 3.49030 -3.18893 15.93812 0.249
C 1.40317 -2.37991 19.38260 -0.732
Ge 0.83259 -2.19008 21.22902 2.011
C -0.15942 -0.53104 21.60198 0.484
C -1.50373 -0.41648 21.91953 -0.794
C -2.09048 0.88123 21.87309 -0.451
C -1.38585 2.05156 21.44886 -0.689
C -0.06325 1.89149 21.11557 -0.781
C 0.56110 0.65440 21.25555 -0.544
C -0.21919 -3.74352 21.72377 0.274
C -0.73350 -3.75809 22.98988 -0.292
C -1.31848 -4.94761 23.47100 -0.890
C -1.50077 -5.97595 22.54743 -0.336
C -1.04036 -5.87420 21.26222 -0.756
C -0.31429 -4.80203 20.88640 -0.132
C 2.73479 -2.31260 22.02255 -0.252
C 3.42934 -1.46131 22.93748 -0.333
C 4.63865 -1.77693 23.45190 -0.364
C 5.22581 -3.04681 23.16245 -0.622
C 4.61066 -3.83779 22.26360 -0.636
C 3.30328 -3.48668 21.68573 -0.130
H 1.09046 -3.24168 18.80067 0.486
H -2.11470 -1.29431 21.99210 0.421
H -3.14410 1.05369 22.14109 0.312
H -1.95656 2.93010 21.40273 0.475
H 0.59463 2.72820 20.83628 0.372
H 1.59831 0.57659 20.97358 0.454
H -0.55609 -2.90557 23.67368 0.330
H -1.74157 -4.88672 24.46236 0.377
H -1.99364 -6.94799 22.82674 0.292
H -1.21684 -6.65558 20.56612 0.466
H 0.22848 -4.79353 19.92640 0.176
H 2.90915 -0.54557 23.18837 0.367
H 5.15683 -1.07859 24.02941 0.523
H 6.22001 -3.22951 23.56100 0.392
H 5.08042 -4.81179 22.08087 0.403
H 2.83311 -4.26143 21.02436 0.201
Br 5.84385 4.89019 21.24543 -0.187
C 6.47767 3.10521 21.27813 -0.549
C 7.82903 2.77733 21.63720 -0.120
C 8.24021 1.46052 21.69845 -0.916
C 7.33329 0.48231 21.27175 -0.298
C 6.06001 0.78606 20.85077 0.041
C 5.62555 2.07389 20.90034 -0.006
C 5.17994 -0.29393 20.44986 0.763
O 5.65677 -1.44001 20.19246 -0.824
O 3.95461 -0.12707 20.33537 -0.139
H 8.55399 3.56565 21.88544 0.370
H 9.21612 1.16048 22.11809 0.376
H 7.58299 -0.55212 21.33705 0.481
H 4.63616 2.32988 20.63827 0.690
C 2.05045 -1.34951 18.66289 -0.030
C 1.76031 -0.46433 17.56481 0.615
C 0.64930 -0.68335 16.72656 -0.424
C 0.56257 0.03283 15.51286 -0.817
C 1.56717 0.90876 15.13005 -0.586
C 2.64579 1.13372 15.94990 -0.707
C 2.74000 0.46992 17.16411 -0.385
H -0.18484 -1.36877 16.98637 0.398
H -0.28073 -0.00378 14.88489 0.456
H 1.59817 1.32918 14.15103 0.428
H 3.44765 1.84725 15.66526 0.347
H 3.52561 0.71431 17.86670 0.578
```

Record 3
ORCA calculation (ωB97M-V/def2-TZVPD) on a molecular structure, C36H31N10O2PW.

Summary:
ΔE to the lowest compared entry with this formula, charge and spin: 0.0000 eV
calculated total energy: -67935.274 eV
LUMO (alpha / beta): -5.513 / -5.567 eV
total charge: +2

```
81
Properties=species:S:1:pos:R:3:mulliken_charge:R:1
W -0.26560 0.39407 0.93507 0.834
C -1.64002 -5.03360 -0.33108 -0.943
N -0.97285 -3.89084 0.28429 0.109
C 0.00055 -3.98964 1.23653 -0.990
C 0.37912 -2.72104 1.54308 -0.521
N -0.36199 -1.83684 0.79472 0.762
C -1.15841 -2.57644 0.01948 0.091
P -2.09881 -1.97412 -1.40519 -0.419
C -2.88318 -0.53310 -0.66990 -0.216
N -2.42517 0.22221 0.32484 0.208
C -3.43802 1.05757 0.69287 -0.680
C -4.52932 0.79761 -0.09028 -0.837
N -4.17567 -0.20230 -0.94005 0.157
C -5.06776 -0.83036 -1.91147 -0.836
C -0.56376 -1.50538 -2.30682 -0.026
N 0.57741 -0.91256 -1.88361 0.403
C 1.63315 -1.38306 -2.62297 -0.346
C 1.13080 -2.25248 -3.53531 -0.864
N -0.21089 -2.32285 -3.33950 0.275
C -1.10853 -3.17813 -4.11426 -0.705
H -1.96893 -5.71857 0.44656 0.374
H -0.95585 -5.55415 -0.99928 0.329
H -2.50979 -4.69483 -0.88693 0.375
H 0.33270 -4.93917 1.61921 0.535
H 1.12605 -2.40044 2.24632 0.499
H -3.30961 1.78246 1.47762 0.655
H -5.51081 1.23904 -0.10664 0.487
H -5.94541 -0.20162 -2.02688 0.340
H -5.37816 -1.81439 -1.56497 0.333
H -4.57445 -0.91945 -2.87625 0.340
H 2.63780 -1.03886 -2.46259 0.645
H 1.62710 -2.80295 -4.31549 0.531
H -0.57740 -3.49883 -5.00576 0.343
H -1.99313 -2.62262 -4.41313 0.359
H -1.40580 -4.05455 -3.54141 0.277
C -0.75114 -1.12295 5.13063 -1.091
C -0.98462 -0.79272 3.79223 -0.211
N -0.03560 -0.34040 2.99767 0.492
C 1.22603 -0.16978 3.49088 -0.078
C 1.56066 -0.53495 4.80731 0.832
C 0.51786 -1.00377 5.63341 -0.702
C 2.90871 -0.42925 5.22170 -0.954
C 3.85202 -0.01946 4.32509 -1.002
C 3.51224 0.34952 3.00558 -0.707
C 2.20423 0.32394 2.58603 0.725
N 1.67121 0.66392 1.33587 0.876
C 2.41627 1.16422 0.25504 0.086
C 3.51615 2.01289 0.30704 -0.746
C 4.03327 2.53609 -0.86987 -1.269
C 3.42020 2.28604 -2.08570 -1.054
C 2.26462 1.50800 -2.15824 1.770
C 1.52777 1.43876 -3.43526 -0.516
C 0.21153 1.56798 -3.60574 -1.000
C -0.82061 1.86478 -2.54305 0.045
N 0.67556 0.04436 -0.90032 0.799
C 1.82414 0.87442 -0.99132 -1.014
H -1.56962 -1.47403 5.74205 0.462
H -1.96886 -0.90001 3.35272 0.511
H 0.73426 -1.26887 6.66085 0.476
H 3.17568 -0.69264 6.23630 0.463
H 4.89055 0.03522 4.62231 0.439
H 4.30704 0.63808 2.33568 0.698
H 3.93817 2.31646 1.25297 0.774
H 4.89504 3.18818 -0.82755 0.428
H 3.79744 2.75183 -2.98763 0.572
H 2.14023 1.32869 -4.32557 0.541
H -0.16596 1.51492 -4.62093 0.533
H -1.67699 2.33010 -3.03895 0.965
O 0.00711 3.62812 3.09806 -0.623
C -0.31972 2.99636 2.13603 -0.042
O -0.95481 1.82878 2.15761 -0.728
C -0.10385 3.44073 0.72178 0.398
C 0.26776 4.72361 0.40854 -0.831
C 0.33149 5.07042 -0.93436 -0.825
C -0.01726 4.12003 -1.87039 -0.940
C -0.36828 2.82964 -1.47725 0.670
N -0.37674 2.48060 -0.18476 0.220
H 0.48193 5.41662 1.20991 0.595
H 0.61713 6.06815 -1.23880 0.482
H -0.02686 4.35964 -2.92543 0.556
H -1.20072 0.95794 -2.07298 -0.952
```